# 1
18
Properties=species:S:1:pos:R:3:forces:R:3 method="wB97M-V/def2-TZVPD" e_lumo_ev=0.995 de_lowest_kj_mol=131.9 homo_energy_ha=-0.3124 gap_ha=0.3489 smiles="[H]/N=C/NCCCN" energy_ev=-8796.2523
C -0.150 -0.513 1.761 0.2053 0.6108 -0.4055
C -1.149 -0.821 0.627 0.8660 0.1491 0.1375
C -1.135 0.201 -0.513 -0.2903 -0.6935 0.1492
N 0.865 2.135 -1.227 -0.0231 -0.0701 0.2526
C 0.790 1.016 -1.828 -0.0497 0.0957 -0.2040
N -0.015 -0.008 -1.415 0.3653 0.6021 -0.0668
N 1.190 -0.963 1.455 -0.3804 -0.7494 -0.3410
H -0.145 0.575 1.952 -0.3046 -0.1351 0.0280
H -0.518 -0.988 2.666 0.2294 -0.1932 0.1667
H -2.138 -0.912 1.072 -0.1778 0.0428 -0.2150
H -0.839 -1.784 0.197 -0.3745 -0.0339 0.2246
H -2.062 0.075 -1.079 -0.0606 0.1947 -0.0627
H -1.081 1.222 -0.145 0.0302 0.0009 -0.0196
H 1.557 2.730 -1.664 -0.1096 0.0718 -0.1597
H 1.328 0.812 -2.760 0.1845 -0.2700 0.2214
H 0.095 -0.884 -1.892 -0.2709 -0.0514 -0.0654
H 1.610 -0.628 0.605 0.0686 0.1652 0.3065
H 1.797 -1.266 2.189 0.0923 0.2635 0.0532

# 2
61
Properties=species:S:1:pos:R:3:forces:R:3 method="wB97M-V/def2-TZVPD" e_lumo_ev=-3.805 homo_energy_ha=-0.4406 gap_ha=0.3008 energy_ev=-52876.4226 charge=+1
C 4.243 1.965 -0.096 -0.0774 0.0138 -0.0951
C 3.079 1.493 0.779 -0.0524 0.2237 0.0083
N 3.025 0.022 0.939 0.1771 -0.0309 -0.1952
C 1.830 -0.609 0.551 0.1553 0.0929 0.0308
C 1.042 -1.142 1.529 0.0038 0.0428 0.0804
N -0.123 -1.753 1.231 0.1154 -0.0492 0.1459
C -0.568 -1.911 -0.027 0.0317 -0.1363 0.0897
O -1.695 -2.575 -0.131 -0.1747 0.2116 0.1495
C -2.615 -2.205 -1.200 -0.3543 -0.3233 -0.0367
C -3.992 -1.841 -0.632 0.0829 0.4108 -0.3366
N -4.488 -0.676 -1.354 0.0641 -0.1561 0.0374
C -4.278 0.602 -0.687 -0.4088 -0.0230 -0.2772
C -4.204 1.762 -1.667 0.3316 0.2441 0.1652
C -3.042 1.618 -2.652 -0.0874 0.3428 -0.0391
O -4.056 2.982 -0.931 -0.0048 -0.0892 -0.0924
C 0.209 -1.420 -1.061 -0.0510 0.1609 -0.1683
C 1.381 -0.752 -0.770 0.0332 -0.1904 -0.0922
C 2.147 -0.168 -1.921 0.1856 0.7280 -0.0266
O 1.882 0.929 -2.331 -0.0122 -0.4091 -0.1067
O 3.096 -0.984 -2.373 -0.4545 -0.4352 0.0691
C 3.415 -0.896 -3.778 0.1073 -0.0634 -0.5860
C 2.307 -1.504 -4.608 -0.3666 0.4102 0.7892
C 1.233 -0.626 -5.113 0.4154 -0.4791 -0.3639
O 2.289 -1.118 -5.951 0.1020 -0.0469 -0.0835
H 4.872 1.130 -0.404 0.1264 -0.0341 0.0556
H 4.865 2.682 0.429 0.1056 0.0007 0.0461
H 3.892 2.444 -1.008 -0.0587 0.0000 -0.0569
H 3.144 1.952 1.762 0.0022 -0.0954 0.1323
H 2.136 1.834 0.350 -0.0814 -0.0139 -0.0356
H 3.823 -0.424 0.506 0.0549 0.0156 0.0150
H 1.350 -1.072 2.556 -0.1318 -0.0767 0.2823
H -0.684 -2.134 1.983 -0.1060 -0.0321 -0.0260
H -2.692 -3.069 -1.853 0.1485 -0.0074 -0.1312
H -2.250 -1.348 -1.757 0.2018 0.0432 0.0514
H -3.895 -1.647 0.439 -0.0777 -0.1329 0.1290
H -4.682 -2.663 -0.794 -0.0264 -0.1359 0.2036
H -5.457 -0.796 -1.605 -0.0527 0.0541 -0.0018
H -3.331 0.576 -0.140 0.0931 -0.0837 0.0438
H -5.089 0.810 0.021 0.0977 0.0145 0.2345
H -5.143 1.848 -2.214 -0.1097 -0.1097 -0.0275
H -2.431 2.514 -2.587 0.0532 0.0549 0.0317
H -3.392 1.550 -3.678 0.0273 -0.2237 -0.0765
H -2.411 0.761 -2.423 0.0149 -0.1141 -0.0390
H -3.987 2.791 0.008 -0.0431 0.0344 0.0536
H -0.119 -1.562 -2.080 0.0268 0.0062 -0.0661
H 3.570 0.134 -4.089 0.0845 0.0986 0.1046
H 4.325 -1.473 -3.910 0.1366 0.0933 0.1515
H 2.048 -2.534 -4.366 0.1797 -0.0786 -0.2323
H 1.284 0.435 -4.916 -0.1926 0.0693 0.0386
H 0.290 -1.096 -5.362 -0.2203 0.2714 0.1434
C 0.296 -0.310 6.595 0.1412 -0.0578 0.2041
C 0.068 1.153 6.916 -0.2706 -0.0138 -0.0806
O 1.207 1.812 6.338 0.1308 -0.1027 0.0283
S 1.665 1.065 5.016 -0.1031 -0.0690 0.1679
O 1.105 1.699 3.873 0.0416 -0.0956 -0.1629
O 3.051 0.794 5.095 0.0741 0.1024 -0.0875
O 0.840 -0.291 5.259 -0.1811 0.1036 -0.0191
H 1.029 -0.764 7.262 -0.0009 0.0202 0.0067
H -0.620 -0.893 6.601 0.0015 -0.0147 -0.1478
H 0.043 1.356 7.982 0.1490 0.0754 -0.0034
H -0.838 1.539 6.445 0.0031 -0.0154 0.0044

# 3
15
Properties=species:S:1:pos:R:3:forces:R:3 method="wB97M-V/def2-TZVPD" e_lumo_ev=0.266 de_lowest_kj_mol=335.7 homo_energy_ha=-0.3329 gap_ha=0.3427 smiles="C=CC.NC=O" energy_ev=-7828.8410
C 1.953 0.984 -0.402 1.6196 1.1211 1.1446
C 0.834 0.606 0.479 -2.3593 2.9721 -0.8391
C -0.307 1.382 0.396 0.8763 0.4576 2.5597
H 2.461 1.961 -0.001 -1.4177 -1.3584 -0.8172
H 2.796 0.369 -0.397 1.1881 -1.7142 0.2169
H 1.725 1.068 -1.423 -0.7351 0.6322 -1.3700
H 0.833 -0.066 1.307 1.1628 0.1084 0.8737
H -0.624 1.887 1.376 -0.6736 -1.9543 -1.0346
H -0.810 1.834 -0.438 0.9407 0.5732 -0.7821
C -1.688 -1.848 -0.731 1.2601 -1.0602 1.7539
N -1.229 -1.433 0.516 -0.7791 0.6888 -4.1940
O -2.116 -2.982 -0.858 -0.2538 0.6907 -0.6939
H -1.441 -1.163 -1.555 -0.4610 0.1051 -0.0578
H -1.399 -2.137 1.147 -0.2984 -1.1462 2.3920
H -0.988 -0.462 0.583 -0.0697 -0.1160 0.8478